(1)
# C4H8O2

The molecule C4H8O2 (ωB97M-V/def2-TZVPD, the OMol25 dataset).

The geometry in ORCA input format:
```
! wB97M-V def2-TZVPD RIJCOSX def2/J DEFGRID3
* xyz 0 1
C -0.52 0.82 1.14
C 0.08 -0.31 0.31
C 1.55 -0.53 0.61
O 2.13 -0.07 1.55
C -0.17 -0.14 -1.18
O -1.56 -0.29 -1.36
H -0.35 0.66 2.21
H -1.59 0.90 0.94
H -0.04 1.78 0.88
H -0.41 -1.27 0.57
H 2.08 -1.20 -0.11
H 0.17 0.86 -1.51
H 0.39 -0.89 -1.75
H -1.76 -0.32 -2.30
*
```

For the HOMO energy, the calculation gives -0.3638 Eh. The SMILES is C[C@H](C=O)CO. The LUMO energy comes out at 0.7510 eV. As for the total energy: -8372.10303 eV.

(2)
# C46H66AuFN7O6P

A structure of composition C46H66AuFN7O6P (ωB97M-V/def2-TZVPD, the OMol25 dataset).

The geometry in ORCA input format:
```
! wB97M-V def2-TZVPD RIJCOSX def2/J DEFGRID3
* xyz 2 3
Au 0.31 0.16 0.65
C -4.13 6.80 -0.79
C -3.97 6.44 0.68
N -3.56 5.04 0.85
C -2.27 4.76 1.13
C -1.69 3.54 1.02
C -0.29 3.38 1.47
O 0.32 4.53 1.73
O 0.28 2.31 1.64
C -2.43 2.47 0.38
O -1.95 1.46 -0.13
C -3.90 2.71 0.35
C -4.76 1.65 0.08
C -6.11 1.86 0.05
F -6.92 0.81 -0.26
C -6.68 3.11 0.31
C -5.81 4.16 0.55
C -4.43 3.99 0.57
N -8.08 3.34 0.36
C -9.00 2.25 0.66
C -10.19 2.85 1.44
N -10.24 4.32 1.17
C -10.07 4.59 -0.29
C -8.63 4.21 -0.68
H -4.43 7.84 -0.89
H -4.88 6.18 -1.27
H -3.19 6.65 -1.32
H -4.89 6.62 1.23
H -3.20 7.05 1.13
H -1.68 5.60 1.48
H -4.34 0.67 -0.11
H -6.24 5.14 0.77
H -8.51 1.51 1.28
H -9.35 1.75 -0.25
H -10.08 2.71 2.52
H -11.14 2.41 1.13
H -9.44 4.74 1.65
H -11.09 4.73 1.54
H -10.28 5.64 -0.49
H -10.81 3.99 -0.82
H -8.01 5.10 -0.76
H -8.64 3.72 -1.66
O 0.72 -1.98 -0.01
P 1.36 -2.71 -1.19
C 1.67 -4.42 -0.63
C 2.13 -5.41 -1.72
C 1.09 -6.50 -1.97
C 0.82 -7.30 -0.69
C 0.68 -6.39 0.55
C 0.45 -4.94 0.15
C 2.93 -1.89 -1.64
C 3.65 -2.26 -2.95
C 5.06 -1.69 -2.90
C 5.91 -2.44 -1.85
C 5.03 -2.97 -0.70
C 3.89 -1.99 -0.43
C 0.11 -2.72 -2.55
C -0.43 -1.29 -2.78
C 0.23 -0.63 -3.99
C -0.14 -1.39 -5.28
C -0.36 -2.89 -5.02
C 0.53 -3.38 -3.88
H 2.48 -4.27 0.10
H 3.06 -5.89 -1.40
H 2.36 -4.90 -2.66
H 1.44 -7.17 -2.76
H 0.16 -6.05 -2.33
H 1.64 -8.01 -0.54
H -0.09 -7.90 -0.83
H 1.59 -6.44 1.15
H -0.13 -6.74 1.18
H 0.30 -4.31 1.04
H -0.46 -4.86 -0.45
H 2.60 -0.84 -1.71
H 3.12 -1.83 -3.81
H 3.70 -3.34 -3.10
H 5.00 -0.63 -2.63
H 5.53 -1.75 -3.88
H 6.66 -1.77 -1.45
H 6.43 -3.28 -2.32
H 5.63 -3.10 0.20
H 4.63 -3.95 -0.96
H 4.31 -1.00 -0.24
H 3.34 -2.26 0.48
H -0.69 -3.32 -2.10
H -0.28 -0.68 -1.88
H -1.51 -1.33 -2.96
H 1.32 -0.64 -3.85
H -0.07 0.41 -4.06
H 0.65 -1.25 -6.02
H -1.05 -0.96 -5.70
H -0.16 -3.45 -5.92
H -1.41 -3.08 -4.76
H 1.56 -3.15 -4.13
H 0.45 -4.47 -3.80
N -3.06 -2.99 -0.82
C -3.26 -3.33 0.47
N -4.04 -4.38 0.75
N -2.75 -2.67 1.48
C -2.01 -1.63 1.40
N -1.36 -0.67 1.44
H -3.40 -3.57 -1.57
H -2.38 -2.28 -1.04
H -4.42 -4.98 0.04
H -4.15 -4.64 1.72
C 0.82 7.05 -0.12
C 1.12 5.59 -0.25
C 1.64 4.88 0.96
C 2.43 3.67 0.66
C 3.45 3.18 1.65
C 2.09 2.97 -0.46
C 1.19 3.48 -1.42
C 0.72 2.61 -2.55
C 0.82 4.84 -1.34
C 2.72 1.62 -0.68
O 3.81 1.53 -1.22
O 2.08 0.56 -0.26
H 1.74 7.64 -0.18
H 0.36 7.27 0.85
H 0.16 7.39 -0.92
H 2.13 5.54 1.68
H 3.63 3.91 2.43
H 4.39 2.97 1.14
H 3.12 2.25 2.11
H 1.57 2.20 -3.10
H 0.09 3.17 -3.24
H 0.15 1.76 -2.16
H 0.31 5.29 -2.18
*
```

Its expectation value of S² is 2.04. For the HOMO energy (spin up / spin down), the calculation gives -0.3943 / -0.4418 Eh. The LUMO energy (spin up / spin down) comes out at -4.6882 / -5.1135 eV. As for the total energy: -87175.33381 eV.